1.
19
Properties=species:S:1:pos:R:3:nbo_charge:R:1 method="wB97M-V/def2-TZVPD" smiles="C=C(N)CCN.O" spin_multiplicity=1 gap_ev=9.65 total_energy_ev=-9369.42196 de_lowest_ev=1.772
C 0.087 -0.482 -1.219 -0.2085
C 1.084 -0.304 -0.078 -0.4571
C 0.618 -0.907 1.220 0.1838
C 0.808 -0.295 2.392 -0.4827
N -0.331 -1.975 1.144 -0.8317
N -1.007 0.495 -0.989 -0.8668
H -0.266 -1.506 -1.295 0.1794
H 0.552 -0.174 -2.169 0.1904
H 1.846 -1.053 -0.388 0.2122
H 1.378 0.730 0.047 0.2376
H 0.285 -0.668 3.268 0.1888
H 1.340 0.648 2.454 0.2077
H 0.042 -2.837 0.750 0.3604
H -0.484 -2.301 2.096 0.3645
H -1.462 0.168 -0.136 0.3690
H -1.676 0.536 -1.744 0.3609
H -1.607 3.715 -2.086 0.4749
H -0.455 2.649 -1.570 0.5017
O -0.751 3.564 -1.696 -0.9847

=====

2.
19
Properties=species:S:1:pos:R:3:nbo_charge:R:1 method="wB97M-V/def2-TZVPD" smiles=NCC[C@@H](N)CO spin_multiplicity=1 gap_ev=9.67 total_energy_ev=-9369.05952 de_lowest_ev=2.134
C 0.416 1.572 -1.118 -0.0719
O 0.875 2.692 -0.444 -0.7121
C 0.348 0.427 -0.046 -0.0592
C -0.342 -0.846 -0.588 -0.4098
C -0.723 -1.749 0.680 -0.2131
N -1.798 -1.013 1.337 -0.8828
N 1.665 0.100 0.580 -0.8616
H 1.178 1.258 -1.969 0.1350
H -0.516 1.629 -1.699 0.1683
H 0.623 3.466 -1.076 0.4730
H -0.263 0.835 0.859 0.1781
H 0.416 -1.381 -1.210 0.1861
H -1.181 -0.563 -1.228 0.2153
H 0.200 -1.950 1.301 0.1867
H -1.062 -2.719 0.244 0.1963
H -2.479 -1.685 1.734 0.3654
H -1.702 -0.228 1.919 0.3777
H 2.057 -0.740 0.200 0.3541
H 2.288 0.895 0.524 0.3745

=====

3.
19
Properties=species:S:1:pos:R:3:nbo_charge:R:1 method="wB97M-V/def2-TZVPD" smiles=NCC[C@@H](N)CO spin_multiplicity=1 gap_ev=9.69 total_energy_ev=-9369.80199 de_lowest_ev=1.392
C -0.481 -1.875 0.104 -0.0770
O -0.005 -2.821 -0.874 -0.7285
C 0.138 -0.515 -0.195 -0.0799
C -0.379 0.515 0.788 -0.4161
C 0.038 1.938 0.371 -0.2032
N -0.507 2.336 -0.902 -0.8752
N 1.620 -0.559 -0.112 -0.8248
H -1.561 -1.824 0.167 0.1712
H -0.078 -2.141 1.092 0.1508
H -0.036 -0.247 -1.238 0.2000
H -0.084 0.437 1.812 0.2024
H -1.472 0.478 0.735 0.2026
H 1.125 1.989 0.448 0.1867
H -0.420 2.635 1.077 0.1826
H -0.947 3.236 -0.869 0.3686
H -0.007 2.150 -1.751 0.3716
H -0.698 -3.488 -0.885 0.4711
H 1.910 -1.400 -0.615 0.3629
H 1.843 -0.843 0.845 0.3341

=====

4.
19
Properties=species:S:1:pos:R:3:lowdin_spin:R:1 method="wB97M-V/def2-TZVPD" charge=+1 spin_multiplicity=2 gap_ev="10.75 / 6.66" total_energy_ev=-9360.27581 de_lowest_ev=2.142
C -1.649 0.361 1.077 0.0337
C -0.457 0.116 1.967 0.0219
C 0.611 -0.695 1.299 0.0288
C 1.871 -0.274 -0.712 0.0410
N 1.109 0.152 0.185 0.3495
N -1.251 1.464 0.202 0.4445
H -2.627 0.500 1.544 0.0178
H -1.862 -0.444 0.361 -0.0003
H -0.233 1.102 2.375 -0.0011
H -0.794 -0.528 2.794 -0.0001
H 0.206 -1.608 0.875 0.0010
H 1.405 -0.871 2.025 0.0143
H 1.981 -0.123 -1.795 0.0102
H 2.450 -1.189 -0.496 0.0288
H -1.340 2.461 0.403 0.0069
H -1.436 1.379 -0.795 0.0024
H 0.329 -0.388 -3.072 -0.0002
H 0.855 -1.120 -4.356 0.0000
O 0.832 -0.297 -3.881 0.0008

=====

5.
19
Properties=species:S:1:pos:R:3:lowdin_spin:R:1 method="wB97M-V/def2-TZVPD" charge=+1 spin_multiplicity=2 gap_ev="11.88 / 7.39" total_energy_ev=-9361.14771 de_lowest_ev=1.270
C -0.756 -0.662 -0.759 0.1059
O -0.225 -0.870 0.528 0.7846
C -0.378 -1.752 -1.755 0.0107
C 1.099 -1.736 -2.143 0.0043
H -0.337 0.263 -1.197 0.0576
H -1.854 -0.634 -0.688 0.0326
H -0.984 -1.561 -2.642 0.0011
H -0.666 -2.715 -1.329 0.0010
H 1.277 -2.480 -2.919 0.0000
H 1.754 -1.960 -1.300 0.0012
H 1.389 -0.769 -2.563 0.0003
N 0.472 2.854 2.592 -0.0002
C -0.030 2.031 1.658 -0.0004
N -0.934 1.118 1.841 0.0022
H 0.258 2.697 3.567 0.0000
H 1.466 3.039 2.524 0.0000
H 0.475 1.969 0.697 -0.0001
H -0.789 0.084 1.075 -0.0011
H -1.238 1.083 2.813 0.0003

=====

6.
19
Properties=species:S:1:pos:R:3:lowdin_spin:R:1 method="wB97M-V/def2-TZVPD" charge=+1 spin_multiplicity=2 gap_ev="7.87 / 5.95" total_energy_ev=-9360.00023 de_lowest_ev=2.417
C 2.444 0.658 -1.736 0.0002
O 1.523 -0.107 -2.548 0.0070
C 2.242 0.558 -0.233 0.0001
H 2.327 1.696 -2.058 0.0001
H 3.426 0.265 -1.991 0.0000
H 3.087 1.074 0.228 0.0000
H 2.132 -0.454 0.160 0.0002
H 1.345 1.102 0.081 -0.0003
C -1.275 -0.103 0.102 0.0430
C -1.465 -0.632 1.426 0.6238
N -2.768 -0.302 2.028 0.0785
N -0.972 -0.771 -0.940 0.1801
H -1.510 0.960 -0.044 0.0078
H -0.810 -1.260 2.008 0.0261
H -2.940 -0.417 3.033 0.0014
H -3.050 0.667 1.814 0.0074
H -3.410 -0.947 1.540 0.0189
H -1.000 -1.782 -0.777 0.0035
H 0.674 -0.205 -2.091 0.0023

=====

7.
20
Properties=species:S:1:pos:R:3:nbo_charge:R:1 method="wB97M-V/def2-TZVPD" smiles=CC(C)O[C@H](N)NO spin_multiplicity=1 gap_ev=10.14 total_energy_ev=-11415.80950 de_lowest_ev=3.407
C -0.904 0.950 0.419 0.1133
C -0.032 2.081 0.943 -0.6449
C -0.992 0.919 -1.091 -0.6527
N 1.470 -0.372 0.097 -0.8713
H -1.910 1.052 0.839 0.1887
H 1.967 0.032 0.883 0.3641
H 2.116 -0.959 -0.421 0.3724
H -1.382 1.870 -1.449 0.2123
H 0.078 1.994 2.026 0.2187
H 0.958 2.062 0.470 0.2171
H -0.515 3.033 0.727 0.2147
H -0.011 0.735 -1.523 0.2354
H -1.650 0.129 -1.424 0.2217
N -0.184 -1.905 -0.569 -0.3660
C 0.361 -1.177 0.587 0.3765
O 0.706 -2.973 -0.926 -0.6027
O -0.608 -0.400 1.163 -0.5468
H 0.894 -2.817 -1.869 0.4710
H -1.048 -2.350 -0.255 0.3454
H 0.685 -1.903 1.372 0.1330

=====

8.
20
Properties=species:S:1:pos:R:3:nbo_charge:R:1 method="wB97M-V/def2-TZVPD" spin_multiplicity=1 gap_ev=5.51 total_energy_ev=-11409.20747 de_lowest_ev=10.009
C -0.308 -0.995 -0.253 -0.2797
C 0.648 -0.493 -1.311 -0.1896
C 0.104 0.257 -2.276 -0.3504
O -1.966 1.907 -0.730 -0.9934
N -0.931 0.013 0.505 -0.3584
C 0.025 0.951 1.094 -0.0937
N 0.721 0.235 2.105 -0.7275
H -1.056 -1.705 -0.674 0.2496
H 0.229 -1.751 0.454 0.3853
H 1.698 -0.715 -1.230 0.2442
H 0.549 0.546 -3.242 0.2121
H -0.713 0.949 -2.064 0.2588
H -1.548 0.557 -0.225 0.4589
H -0.584 1.763 1.483 0.2227
H 0.707 1.370 0.355 0.1933
H 0.229 0.119 2.944 0.3666
H 1.169 -0.635 1.767 0.4263
H 2.141 -2.713 1.226 0.4590
H -2.871 2.251 -0.902 0.4634
O 1.757 -1.911 0.975 -0.9476

=====

9.
20
Properties=species:S:1:pos:R:3:nbo_charge:R:1 method="wB97M-V/def2-TZVPD" spin_multiplicity=1 gap_ev=3.44 total_energy_ev=-11403.14895 de_lowest_ev=16.068
C 2.100 1.326 1.013 -0.2799
C 2.397 0.552 -0.115 0.2436
N -2.382 1.277 0.763 -0.7093
C -1.268 0.789 -0.142 -0.0362
C -0.328 -0.270 0.604 -0.2778
N -1.202 -1.377 0.909 -0.7356
O 2.129 0.668 -1.367 -0.4928
H -1.947 0.106 -0.820 -0.0244
H 1.207 1.944 0.933 0.1926
H 2.866 1.595 1.743 0.2285
H -2.070 2.123 1.184 0.3358
H -2.372 -0.673 -1.028 0.3582
H -0.668 1.494 -0.836 0.2525
H 0.487 -0.631 -0.116 0.2609
H 0.005 0.246 1.541 0.2506
H -1.997 -0.754 1.261 0.3723
H -1.409 -1.793 -0.078 0.3987
H -1.365 -2.883 -1.816 0.4302
H 2.920 -0.262 0.159 0.1296
O -0.628 -2.442 -1.381 -0.8974

=====

10.
20
Properties=species:S:1:pos:R:3:nbo_charge:R:1 method="wB97M-V/def2-TZVPD" spin_multiplicity=1 gap_ev="7.00 / 7.00" total_energy_ev=-11413.57663 de_lowest_ev=5.640
C -0.629 -0.024 0.205 0.4666
C 1.938 -0.433 0.141 0.2676
C 0.276 0.095 -0.892 -0.3838
C -1.850 0.749 -1.476 -0.8448
N -0.511 0.837 1.261 -0.8367
N -1.152 -1.266 0.491 -0.8256
O 1.967 -1.323 1.232 -0.7401
O 2.459 0.829 0.555 -0.7822
H 1.134 -1.244 1.717 0.4740
H 3.269 0.690 1.069 0.4717
H 2.573 -0.890 -0.631 0.1161
H -1.034 0.629 2.097 0.3926
H 0.263 1.492 1.210 0.4326
H -1.912 -1.294 1.155 0.3784
H -1.324 -1.843 -0.319 0.3950
H 0.291 -0.665 -1.654 0.2305
H 0.628 1.080 -1.149 0.2409
H -2.307 -0.126 -1.942 0.1717
H -1.510 1.452 -2.236 0.1900
H -2.569 1.257 -0.833 0.1854

=====

11.
20
Properties=species:S:1:pos:R:3:nbo_charge:R:1 method="wB97M-V/def2-TZVPD" smiles="CC(=O)O.CC(N)N" spin_multiplicity=1 gap_ev=9.63 total_energy_ev=-11416.90457 de_lowest_ev=2.312
C 0.932 -0.269 -0.206 0.0528
C 1.379 -0.123 -1.653 -0.6217
N 1.286 0.903 0.545 -0.8446
N 1.566 -1.391 0.424 -0.8309
H -0.219 -0.749 -0.351 0.2206
H 0.973 0.830 1.508 0.3507
H 2.573 -1.242 0.424 0.3497
H 1.299 -1.449 1.401 0.3432
H 0.840 1.725 0.144 0.3591
H 2.464 0.003 -1.723 0.2082
H 1.101 -1.006 -2.234 0.2247
H 0.904 0.750 -2.111 0.2002
C -1.892 0.180 1.442 -0.7230
C -1.732 0.037 -0.040 0.7975
O -1.751 1.227 -0.694 -0.6844
O -1.949 -1.041 -0.673 -0.6364
H -1.960 0.995 -1.618 0.5028
H -1.342 -0.617 1.945 0.2395
H -1.519 1.146 1.786 0.2311
H -2.953 0.091 1.684 0.2609

=====

12.
20
Properties=species:S:1:pos:R:3:nbo_charge:R:1 method="wB97M-V/def2-TZVPD" spin_multiplicity=1 gap_ev=8.20 total_energy_ev=-11412.39557 de_lowest_ev=6.821
C -1.124 -1.307 0.956 0.3670
C 0.722 -1.765 0.515 -0.7554
N -1.308 -0.161 1.671 -0.8627
O -1.598 -2.398 1.634 -0.7063
H -1.491 -3.186 1.092 0.4793
H -1.440 -1.207 -0.080 0.1467
H -1.031 -0.219 2.642 0.3702
H -1.053 0.702 1.169 0.4157
H 0.578 -2.656 -0.101 0.1653
H 1.585 -1.276 0.090 0.1892
H 0.992 -2.033 1.538 0.1851
C 1.536 0.855 -1.361 -0.2854
C -0.583 2.862 -1.110 -0.1296
O 0.496 0.655 -0.425 -0.4150
N -0.566 1.918 -0.294 -0.1244
H 1.609 -0.012 -2.025 0.1961
H 1.494 1.690 -2.068 0.1759
H 2.486 0.973 -0.827 0.1869
H -1.345 3.639 -1.007 0.2205
H 0.042 2.927 -2.008 0.1811

=====

13.
20
Properties=species:S:1:pos:R:3:nbo_charge:R:1 method="wB97M-V/def2-TZVPD" smiles="CN[C@H](C)C(N)=O.O" spin_multiplicity=1 gap_ev=9.75 total_energy_ev=-11416.31726 de_lowest_ev=2.900
C 1.604 0.194 -0.897 -0.4300
N 0.163 0.243 -1.311 -0.5952
C -0.646 0.499 1.246 -0.6523
C -0.597 -0.167 -0.127 -0.1657
C -0.439 -1.657 0.106 0.7137
N -1.708 -2.306 0.541 -0.9143
O 0.650 -2.202 0.247 -0.5598
H 1.992 -0.851 -1.153 0.2192
H 2.041 0.976 -1.436 0.1939
H 1.801 0.378 0.159 0.1755
H -0.167 1.186 -1.574 0.3630
H 0.142 1.237 1.458 0.2164
H -0.765 -0.018 2.206 0.2412
H -1.591 1.102 1.293 0.2139
H -1.594 0.014 -0.550 0.2088
H -1.714 -3.043 1.197 0.3831
H -2.373 -2.602 -0.219 0.3873
H 1.573 3.945 0.562 0.4807
H -0.017 4.038 0.314 0.4755
O 0.844 4.060 -0.101 -0.9547

=====

14.
20
Properties=species:S:1:pos:R:3:nbo_charge:R:1 method="wB97M-V/def2-TZVPD" smiles="NCCCNC=O.O" spin_multiplicity=1 gap_ev=10.11 total_energy_ev=-11415.34523 de_lowest_ev=3.872
O -1.784 -1.539 -2.742 -0.5583
C -1.400 -0.795 -1.859 0.5087
N -1.953 -1.217 -0.573 -0.6606
C -1.977 -0.246 0.468 -0.2147
C -0.639 -0.116 1.262 -0.4579
C 0.518 0.214 0.358 -0.2118
N 1.726 1.058 1.186 -0.8752
H -0.977 0.303 -1.957 0.1436
H -2.081 -2.156 -0.351 0.4011
H -2.301 0.742 -0.015 0.1976
H -2.756 -0.768 1.151 0.2144
H -0.395 -1.077 1.743 0.2132
H -0.830 0.653 2.090 0.2179
H 0.130 0.805 -0.525 0.1779
H 1.111 -0.628 -0.097 0.2039
H 1.411 1.247 2.073 0.3434
H 2.025 1.965 0.913 0.3540
H 3.252 -0.193 -0.794 0.4679
H 3.253 1.237 -1.020 0.4532
O 3.668 0.511 -1.310 -0.9182

=====

15.
20
Properties=species:S:1:pos:R:3:nbo_charge:R:1 method="wB97M-V/def2-TZVPD" smiles="NC(=O)O.CCNC" spin_multiplicity=1 gap_ev=9.02 total_energy_ev=-11417.81271 de_lowest_ev=1.404
N 1.655 -1.808 0.913 -0.8588
C 0.291 -1.704 1.123 0.8734
O -0.427 -1.725 -0.092 -0.7272
O -0.267 -1.606 2.209 -0.5851
H 2.270 -1.599 1.686 0.4118
H 2.051 -1.783 -0.015 0.3997
H -0.144 -2.504 -0.596 0.4860
C -2.205 1.408 -0.618 -0.6172
C -0.899 1.570 -1.373 -0.2111
N 0.197 1.756 -0.465 -0.6218
C 1.496 1.858 -1.146 -0.4131
H -3.055 1.645 -1.288 0.2102
H -2.239 2.124 0.204 0.2126
H -2.190 0.409 -0.228 0.2120
H -1.014 2.449 -1.992 0.1736
H -0.755 0.712 -2.020 0.1516
H 0.078 0.991 0.195 0.3508
H 2.228 2.116 -0.399 0.1991
H 1.823 0.945 -1.696 0.1554
H 1.433 2.721 -1.832 0.1979

=====

16.
20
Properties=species:S:1:pos:R:3:nbo_charge:R:1 method="wB97M-V/def2-TZVPD" spin_multiplicity=1 gap_ev="7.07 / 7.06" total_energy_ev=-11410.87033 de_lowest_ev=8.346
C 0.909 -0.036 -0.700 0.1696
C 1.615 1.022 0.068 -0.3658
C -2.001 -0.442 0.260 -0.4547
C 0.968 -1.430 -0.192 -0.6970
N -1.138 0.391 -0.573 -0.2578
N 0.572 1.625 0.938 -0.4431
O -1.783 0.725 -1.809 -0.5651
O 0.437 0.775 2.112 -0.6634
H -1.704 -0.072 -2.353 0.4571
H 1.247 0.907 2.629 0.4425
H -0.791 1.266 0.022 0.4437
H 0.802 0.104 -1.769 0.1919
H 2.466 0.624 0.645 0.1798
H 1.986 1.816 -0.583 0.2075
H -3.003 -0.010 0.334 0.2135
H -2.076 -1.456 -0.140 0.1845
H -1.553 -0.475 1.253 0.2478
H 2.003 -1.789 -0.269 0.2413
H 0.324 -2.113 -0.748 0.2114
H 0.720 -1.431 0.874 0.2562

=====

17.
20
Properties=species:S:1:pos:R:3:lowdin_spin:R:1 method="wB97M-V/def2-TZVPD" charge=+1 spin_multiplicity=2 gap_ev="6.34 / 4.50" total_energy_ev=-11403.92478 de_lowest_ev=6.686
C 0.410 2.645 0.639 0.0001
N -0.061 1.774 -0.342 0.0062
C 0.796 0.984 -1.231 0.0023
C 1.133 -0.408 -0.654 0.0755
N -0.169 -1.171 -0.714 0.7333
C -0.197 -2.507 0.737 0.0183
O 1.586 2.967 0.794 0.0082
H -0.362 3.126 1.276 0.0000
H -1.084 1.598 -0.264 0.0004
H 0.235 0.734 -2.123 0.0019
H 1.607 1.702 -1.465 -0.0011
H 1.390 0.011 0.440 0.0415
H 2.018 -0.901 -1.094 0.0249
H -0.213 -2.374 -0.453 0.0157
H 0.603 -3.262 0.749 -0.0027
H 0.188 -1.732 1.460 0.0092
H -1.189 -2.652 0.995 0.0003
H -3.030 -0.219 0.698 0.0004
H -1.531 -0.466 -0.027 0.0046
O -2.130 0.153 0.581 0.0610

=====

18.
20
Properties=species:S:1:pos:R:3:lowdin_spin:R:1 method="wB97M-V/def2-TZVPD" charge=+1 spin_multiplicity=2 gap_ev="10.66 / 5.47" total_energy_ev=-11408.26444 de_lowest_ev=2.347
N 0.390 -1.509 0.957 0.5699
C -0.678 -0.711 0.534 0.1287
C -0.893 0.556 1.461 0.0954
C 0.194 1.558 1.318 0.0159
O 0.712 1.966 2.323 0.0818
C -0.526 -0.419 -0.944 0.0035
N -1.569 0.568 -1.301 0.0069
H 1.205 -1.588 0.348 0.0135
H 0.490 -1.682 1.957 0.0106
H -1.655 -1.286 0.671 0.0662
H -0.909 0.281 2.513 -0.0012
H -1.906 0.939 1.206 0.0007
H 0.515 1.921 0.325 0.0059
H 0.410 0.145 -1.140 0.0008
H -0.473 -1.238 -1.661 -0.0003
H -2.482 0.141 -1.117 0.0005
H -1.622 0.692 -2.307 0.0004
H 3.314 0.534 -1.615 0.0000
H 2.960 -0.869 -1.744 -0.0001
O 2.524 0.002 -1.785 0.0010

=====

19.
21
Properties=species:S:1:pos:R:3:lowdin_spin:R:1 method="wB97M-V/def2-TZVPD" charge=+1 spin_multiplicity=2 gap_ev="11.11 / 6.38" total_energy_ev=-13454.91572 de_lowest_ev=0.919
O 1.936 0.867 1.011 0.0785
C 0.817 0.576 0.637 0.0287
N -0.162 0.471 1.659 -0.0092
C -1.375 -0.308 1.326 -0.0006
O -1.150 -1.693 1.115 0.0013
C 0.461 0.606 -0.840 0.0464
N 1.280 -0.675 -1.055 0.6515
C 0.712 -1.779 -1.710 0.0974
H 0.127 0.369 2.610 0.0004
H -1.928 -0.092 0.477 -0.0001
H -2.041 -0.336 2.255 0.0000
H -0.398 -1.762 0.459 0.0001
H 0.979 1.436 -1.468 0.0188
H -0.579 0.503 -1.084 0.0012
H 2.291 -0.469 -1.054 0.0081
H 1.349 -2.643 -1.369 0.0109
H -0.346 -2.017 -1.372 0.0112
H 0.755 -1.667 -2.832 0.0556
H -0.968 2.185 0.756 -0.0001
H -0.478 3.472 0.250 0.0000
O -1.283 2.955 0.229 -0.0002

=====

20.
21
Properties=species:S:1:pos:R:3:lowdin_spin:R:1 method="wB97M-V/def2-TZVPD" charge=+1 spin_multiplicity=2 gap_ev="10.62 / 4.69" total_energy_ev=-13454.63990 de_lowest_ev=1.195
C -0.138 -0.737 -0.787 0.0601
N 1.260 -0.863 -1.286 0.4845
C 2.196 -1.633 -0.527 -0.0224
O 1.711 -2.378 0.292 0.2628
C -0.612 0.624 -0.253 0.0516
C -2.070 0.876 -0.705 0.0211
O -2.306 2.316 -0.500 0.0223
N -0.426 0.835 1.252 0.0582
H -0.380 -1.629 -0.109 -0.0001
H -0.832 -0.971 -1.674 0.0258
H 1.529 -0.044 -1.877 0.0071
H 3.281 -1.542 -0.816 -0.0011
H 0.063 1.388 -0.684 0.0001
H -2.192 0.676 -1.850 0.0032
H -2.851 0.376 -0.068 0.0000
H -2.626 2.424 0.332 0.0009
H -0.817 0.000 1.762 -0.0001
H -0.682 1.703 1.622 0.0041
H 1.589 0.183 1.691 0.0014
H 1.993 -1.244 2.287 -0.0009
O 2.309 -0.359 1.896 0.0214